Here is C27H25F2IN2O3PReS5 as an isolated structure from OMol25. Energies are from ωB97M-V/def2-TZVPD.

Properties
LUMO level (spin up / spin down)	0.48 / 0.95	eV
energy relative to the best compared isomer or geometry (same formula, charge and spin)	0.652	eV
total charge	-1
gap between HOMO and LUMO (spin up / spin down)	5.733 / 6.148	eV
2S+1	2

Each line ends with the natural charge from an NBO analysis.
Geometry (Å):
Re -1.0510 1.0434 0.4135  0.7680
O -1.8581 -0.6869 -1.6101  -0.9594
S -3.1921 -0.3838 -1.0762  2.4359
O -4.2431 -0.2806 -2.0488  -0.9408
O -3.1310 0.7417 -0.1335  -0.9477
C -3.5129 -1.8157 -0.0511  -0.3158
C -4.7775 -2.3561 0.0449  -0.1800
C -4.9634 -3.5027 0.7985  -0.2039
C -3.8745 -4.0940 1.4205  -0.2262
C -2.6102 -3.5384 1.3265  -0.1331
C -2.4150 -2.3667 0.5936  -0.3431
P -0.8102 -1.4872 0.4558  1.0478
C 0.0630 -2.4267 -0.8357  -0.3626
C 0.8087 -1.7276 -1.7726  -0.1004
C 1.4308 -2.3916 -2.8113  -0.2108
C 1.3131 -3.7667 -2.9180  -0.2075
C 0.5949 -4.4718 -1.9662  -0.2253
C -0.0343 -3.8088 -0.9278  -0.1934
C 0.0297 -2.0989 1.9708  -0.3968
C -0.6397 -2.1940 3.1900  -0.2067
C 0.0396 -2.5580 4.3372  -0.2024
C 1.4037 -2.7942 4.2928  -0.2053
C 2.0894 -2.6385 3.0988  -0.2261
C 1.4071 -2.2937 1.9463  -0.1401
H -5.5856 -1.8690 -0.4817  0.2392
H -5.9452 -3.9446 0.8906  0.2113
H -4.0134 -5.0054 1.9834  0.2094
H -1.7813 -4.0231 1.8226  0.2216
H 0.8729 -0.6545 -1.6928  0.2305
H 2.0034 -1.8303 -3.5351  0.2178
H 1.7804 -4.2915 -3.7407  0.2031
H 0.5146 -5.5487 -2.0377  0.2027
H -0.6063 -4.3692 -0.2020  0.2082
H -1.6983 -1.9764 3.2469  0.2264
H -0.4965 -2.6310 5.2728  0.2136
H 1.9304 -3.0912 5.1887  0.2058
H 3.1613 -2.7647 3.0665  0.2129
H 1.9452 -2.1746 1.0161  0.2286
S -0.3776 0.8409 5.3362  -0.1016
C -0.3096 1.0300 3.7040  -0.5357
S -1.7192 0.8372 2.7214  0.1265
S 1.2161 1.4218 3.0018  0.3751
C 4.4335 3.5731 -1.8223  -0.6687
C 2.9744 3.7995 -1.9907  0.3295
C 2.4526 5.0346 -2.3159  -0.3285
C 1.0634 5.1403 -2.4862  0.3207
N 0.2769 4.0921 -2.3618  -0.4777
C 0.7877 2.9059 -2.0479  0.3136
S -0.2485 1.5475 -1.9743  -0.0221
N 2.1337 2.7621 -1.8595  -0.5638
C 0.4089 6.4404 -2.7993  -0.6529
H 4.9747 4.5085 -1.9254  0.2153
H 4.7824 2.8758 -2.5813  0.2608
H 4.6571 3.1304 -0.8536  0.2732
H 3.0956 5.8892 -2.4471  0.2241
H 2.5515 1.8008 -1.5959  0.4446
H 1.1256 7.1532 -3.1990  0.2123
H -0.0278 6.8467 -1.8870  0.2466
H -0.4010 6.2693 -3.5019  0.2452
I 3.7789 0.0575 -1.0003  -0.7826
C 0.9978 1.3200 1.1826  -0.8856
H 1.6382 0.4672 0.9070  0.2452
H 1.5167 2.2303 0.8431  0.1995
F -1.1920 3.7164 1.7894  -0.3822
C -1.3380 3.1614 0.5378  0.2773
F -2.6425 3.3860 0.2133  -0.3723
H -0.7553 3.8362 -0.1233  0.1093